[1]
Below is C23H63F3HgN3O20S2Zn as an isolated structure in a non-equilibrium geometry, with properties calculated with the ωB97M-V functional and the def2-TZVPD basis.

Summary:
Net charge: +1
Gap between HOMO and LUMO, eV: 7.980
Calculated total energy, Ha: -5611.67158
Multiplicity: 1
E_LUMO, eV: -3.42

Last column: Löwdin charge in e.
Element x y z (Å)
Hg 3.594 -0.363 1.663  1.307
Zn -1.035 -2.310 1.171  0.779
S 0.247 -0.193 0.337  0.356
O -0.296 1.007 -0.261  -0.305
O -0.421 -0.444 1.652  -0.368
O -0.180 -1.441 -0.349  -0.345
O 1.678 -0.099 0.528  -0.366
C 2.064 -4.381 3.591  -0.667
F 1.662 -3.409 4.421  0.131
F 3.299 -4.755 3.810  0.187
F 1.220 -5.389 3.727  0.167
S 1.952 -3.625 1.867  0.610
O 2.575 -4.498 0.919  -0.245
O 0.492 -3.439 1.668  -0.324
O 2.694 -2.357 2.012  -0.406
C -3.324 -2.411 2.809  -0.155
C -3.664 -1.231 1.880  -0.175
O -2.914 -1.337 0.675  -0.087
O -1.893 -2.485 2.995  -0.073
H -3.725 -3.345 2.402  0.134
H -3.745 -2.230 3.800  0.139
H -3.470 -0.336 2.479  0.116
H -4.731 -1.253 1.651  0.139
H -3.399 -0.856 -0.035  0.082
H -1.793 -2.762 3.909  0.133
C -1.424 -2.435 -3.802  -0.240
C -0.125 -3.133 -3.401  -0.200
O 0.782 -2.243 -2.723  -0.117
O -1.213 -1.545 -4.864  -0.046
H -1.634 -1.947 -2.839  0.099
H -2.219 -3.138 -4.027  0.123
H 0.437 -3.565 -4.231  0.128
H -0.293 -3.978 -2.718  0.119
H 0.288 -1.971 -1.909  0.038
H -0.441 -0.976 -4.726  0.041
C 1.223 0.888 -3.826  -0.209
C 2.643 0.695 -3.290  -0.223
O 3.046 -0.663 -3.234  -0.099
O 1.045 0.112 -5.003  -0.060
H 0.915 1.911 -4.046  0.115
H 0.529 0.593 -3.034  0.110
H 2.755 1.111 -2.281  0.098
H 3.410 1.215 -3.871  0.121
H 2.285 -1.278 -3.253  0.062
H 1.635 0.468 -5.675  0.114
C 2.319 1.734 3.556  -0.181
C 2.361 2.527 2.248  -0.167
O 3.453 1.956 1.492  -0.142
O 2.022 0.366 3.306  -0.119
H 1.603 2.059 4.316  0.115
H 3.308 1.797 4.017  0.132
H 2.639 3.561 2.461  0.141
H 1.414 2.516 1.710  0.105
H 3.586 2.558 0.745  0.119
H 1.114 0.222 2.989  0.073
C 0.182 4.117 -1.283  -0.216
C -1.061 3.712 -2.089  -0.192
O -1.988 2.938 -1.306  -0.101
O 1.167 3.109 -1.002  -0.110
H -0.109 4.533 -0.313  0.117
H 0.670 4.854 -1.928  0.120
H -0.743 3.128 -2.955  0.106
H -1.651 4.573 -2.397  0.125
H -1.500 2.169 -0.990  0.005
H 0.666 2.333 -0.639  0.019
C 5.802 -2.247 -2.106  -0.029
C 5.415 -1.513 -0.800  -0.408
C 5.868 -0.062 -0.664  -0.154
O 5.657 0.266 0.708  -0.311
C 6.542 1.283 1.197  -0.060
N 4.002 -1.609 -0.474  0.043
H 6.867 -2.492 -2.103  0.083
H 5.442 -1.694 -2.968  0.073
H 5.395 -3.255 -1.996  0.086
H 5.932 -2.121 -0.048  0.144
H 5.289 0.625 -1.291  0.138
H 6.912 -0.021 -0.978  0.140
H 6.361 2.217 0.664  0.099
H 7.580 0.965 1.089  0.101
H 6.357 1.369 2.265  0.093
H 3.619 -2.551 -0.523  0.091
H 3.496 -1.154 -1.245  0.071
C -6.822 -2.179 -3.928  -0.063
C -5.753 -2.176 -2.845  -0.437
C -5.077 -0.807 -2.786  -0.195
O -4.024 -0.872 -1.842  -0.224
C -3.264 0.346 -1.817  -0.087
N -6.286 -2.625 -1.544  0.045
H -7.222 -3.191 -3.991  0.080
H -6.307 -1.943 -4.861  0.081
H -7.658 -1.499 -3.766  0.081
H -5.020 -2.937 -3.128  0.136
H -5.789 -0.010 -2.540  0.138
H -4.678 -0.597 -3.786  0.133
H -3.871 1.180 -1.459  0.105
H -2.748 0.482 -2.767  0.109
H -2.501 0.319 -1.038  0.051
H -5.459 -2.850 -0.991  0.055
H -6.645 -1.799 -1.062  0.072
C -2.599 4.370 2.749  -0.049
C -1.695 3.154 2.767  -0.417
C -1.555 2.580 4.175  -0.221
O -0.858 3.473 5.008  -0.183
C -0.548 2.926 6.262  -0.118
N -2.331 2.122 1.908  0.065
H -2.075 5.132 3.333  0.084
H -3.594 4.230 3.171  0.087
H -2.803 4.642 1.711  0.078
H -0.695 3.376 2.376  0.126
H -1.044 1.595 4.166  0.114
H -2.492 2.281 4.670  0.133
H 0.021 3.666 6.827  0.093
H 0.201 2.128 6.151  0.075
H -1.395 2.577 6.854  0.094
H -1.615 1.400 1.794  0.026
H -2.317 2.565 0.987  0.049

Cartesian forces (eV/Å) of the 3 atoms listed first:
0.49 -0.59 -1.02
-0.03 0.21 0.34
-0.80 0.20 1.50



[2]
Below is a 12-piece molecular cluster, C23H66F3O14S12 overall in a non-equilibrium geometry, with properties calculated with the ωB97M-V functional and the def2-TZVPD basis.

Summary:
Net charge: -1
Gap between HOMO and LUMO, eV: 8.290
Calculated total energy, Ha: -7046.76904
Multiplicity: 1
Energy above the lowest of the compared OMol25 structures with the same formula, charge and spin, eV: 3.195
E_LUMO, eV: 1.66

Last column: Löwdin charge in e.
Element x y z (Å)
C -6.757 -13.428 9.455  -0.650
F -6.794 -14.800 9.591  0.074
F -8.038 -12.955 9.492  0.064
F -6.153 -12.939 10.477  0.140
S -5.998 -12.912 7.892  0.388
O -4.604 -13.197 8.094  -0.300
O -6.646 -13.796 6.959  -0.311
O -6.310 -11.534 7.812  -0.268
C -1.702 -11.956 10.117  -0.309
S -2.186 -10.355 10.604  0.880
O -2.165 -9.668 9.235  -0.579
C -3.888 -10.794 10.688  -0.279
H -2.420 -12.387 9.440  0.019
H -1.429 -12.610 10.955  0.061
H -0.776 -11.983 9.539  0.062
H -4.086 -11.577 11.459  0.055
H -4.226 -10.958 9.668  0.044
H -4.401 -9.907 11.091  0.049
C -2.628 -17.457 10.171  -0.284
S -4.063 -16.495 10.412  0.831
O -4.275 -16.807 11.894  -0.572
C -3.332 -14.888 10.430  -0.277
H -2.908 -18.472 10.227  0.029
H -1.784 -17.155 10.878  0.096
H -2.304 -17.295 9.099  0.054
H -2.606 -14.805 11.247  0.075
H -4.198 -14.162 10.603  0.045
H -2.904 -14.582 9.535  0.014
C -8.264 -16.831 6.472  -0.266
S -9.990 -16.520 6.729  0.846
O -10.449 -17.905 7.085  -0.562
C -9.802 -15.627 8.268  -0.242
H -7.677 -15.953 6.507  0.008
H -8.053 -17.408 5.649  0.029
H -7.967 -17.448 7.304  0.067
H -9.372 -14.674 8.117  0.017
H -9.206 -16.131 8.902  -0.006
H -10.815 -15.557 8.712  0.073
C -11.010 -14.600 12.019  -0.256
S -9.295 -14.128 12.111  0.811
O -8.965 -13.777 13.552  -0.555
C -8.448 -15.719 11.892  -0.249
H -11.670 -14.113 12.709  0.060
H -11.152 -15.605 12.165  0.013
H -11.366 -14.507 10.978  0.052
H -8.604 -16.173 12.966  0.092
H -7.332 -15.632 11.790  0.039
H -8.818 -16.418 11.142  0.041
C -12.320 -9.344 10.502  -0.286
S -10.816 -10.220 10.524  0.834
O -11.116 -11.635 11.048  -0.552
C -10.688 -10.441 8.773  -0.261
H -12.603 -9.094 11.553  0.079
H -13.143 -9.761 10.015  0.042
H -12.084 -8.478 9.941  0.039
H -9.863 -11.111 8.547  0.026
H -10.516 -9.484 8.196  0.094
H -11.591 -10.986 8.509  0.060
C -4.387 -8.132 4.343  -0.291
S -4.212 -7.429 5.966  0.845
O -5.390 -6.435 5.942  -0.581
C -4.677 -8.791 6.933  -0.279
H -3.875 -7.356 3.697  0.061
H -5.422 -8.333 3.967  0.075
H -3.815 -9.093 4.202  0.039
H -4.755 -8.541 7.964  0.062
H -3.821 -9.432 6.871  0.027
H -5.445 -9.315 6.492  0.012
C -5.004 -16.641 6.473  -0.257
S -3.521 -15.658 5.966  0.847
O -2.396 -16.082 6.876  -0.558
C -3.316 -16.750 4.532  -0.215
H -5.593 -15.994 7.227  0.042
H -4.697 -17.482 7.149  0.072
H -5.599 -16.914 5.653  0.012
H -2.549 -16.370 4.053  -0.015
H -4.213 -16.696 3.983  0.040
H -3.140 -17.697 5.042  0.067
C -7.913 -10.563 12.065  -0.280
S -7.058 -10.551 13.686  0.841
O -5.669 -10.144 13.351  -0.565
C -7.991 -9.035 14.240  -0.246
H -7.693 -9.670 11.425  0.084
H -8.909 -10.523 12.527  0.000
H -7.648 -11.540 11.610  0.021
H -7.945 -9.049 15.371  0.059
H -9.062 -9.070 14.088  0.035
H -7.485 -8.187 13.832  0.038
C -7.544 -11.507 4.671  -0.231
S -9.299 -11.338 5.143  0.843
O -10.056 -11.427 3.836  -0.568
C -9.531 -12.709 6.237  -0.268
H -7.151 -12.483 4.913  0.033
H -7.020 -10.715 5.202  0.022
H -7.423 -11.183 3.641  0.054
H -10.530 -12.483 6.544  0.043
H -8.915 -12.460 7.052  0.005
H -9.363 -13.602 5.786  0.019
C -5.498 -13.881 13.038  -0.319
S -4.819 -14.382 14.603  0.870
O -5.026 -13.357 15.725  -0.580
C -6.214 -15.557 14.812  -0.262
H -4.687 -13.327 12.556  0.024
H -6.475 -13.475 12.917  0.025
H -5.351 -14.773 12.441  -0.002
H -7.179 -14.976 14.743  0.048
H -6.304 -15.881 15.868  0.055
H -6.187 -16.325 14.047  0.034
C -1.709 -12.074 6.675  -0.247
S -2.256 -11.955 5.004  0.876
O -2.141 -13.438 4.566  -0.615
C -4.010 -11.812 5.232  -0.274
H -0.706 -12.016 6.681  0.017
H -2.251 -12.909 7.088  0.045
H -2.107 -11.182 7.163  0.041
H -4.394 -12.845 5.079  0.061
H -4.405 -11.182 4.420  0.046
H -4.292 -11.568 6.178  -0.024

Cartesian forces (eV/Å) of the 3 atoms listed first:
-1.67 -0.97 -1.22
-0.06 1.16 -0.20
0.32 -0.60 -0.16



We obtain HOMO energy values of -11.4, -6.6 eV for the records listed above, in that order.